Below is a cluster of 12 separate species, C4H30NO13 in total, with properties calculated with ωB97M-V/def2-TZVPD.

Structure (ORCA input):
```
! RIJCOSX wB97M-V def2-TZVPD def2/J DEFGRID3
* xyz -1 1
C -2.719 1.720 -0.097
C -1.251 2.013 -0.082
C -0.675 3.040 0.967
N -0.510 0.764 0.326
C 0.184 -0.002 -0.556
O 0.696 -1.099 -0.177
O 0.383 0.406 -1.736
H -3.103 2.168 -1.018
H -2.736 0.628 -0.513
H -3.274 1.629 0.829
H -1.027 2.383 -1.054
H 0.131 2.723 1.611
H -1.506 3.349 1.603
H -0.303 3.812 0.379
H -0.763 0.406 1.264
H -0.307 -1.919 -1.603
H 0.420 -2.117 -2.838
O -0.462 -2.332 -2.487
H 2.567 2.339 -1.375
H 1.279 2.791 -1.913
O 2.234 2.802 -2.123
H 1.724 -1.512 2.828
H 0.663 -2.429 2.202
O 1.126 -2.277 3.010
H -2.372 -1.285 1.340
H -2.165 -1.640 2.738
O -2.569 -0.934 2.201
H 2.552 -1.018 -1.516
H 1.998 -0.515 -2.694
O 2.851 -0.842 -2.429
H -2.013 -3.047 -1.512
H -1.102 -3.625 -0.456
O -1.912 -3.119 -0.562
H 3.592 0.291 -0.634
H 2.905 1.363 0.082
O 3.818 1.091 -0.052
H 0.354 -3.938 -1.268
H 1.044 -3.179 0.030
O 0.577 -3.958 -0.340
H -0.167 0.229 3.844
H -0.725 1.575 3.342
O -0.567 0.639 3.079
H -1.007 0.807 -2.916
H -2.171 -0.312 -2.964
O -1.833 0.546 -3.287
H 2.818 0.730 2.291
H 1.351 0.549 1.744
O 1.971 0.304 2.496
*
```

Computed properties:
- E_tot (eV) = -32745.1397
- relative energy (zero: lowest compared OMol25 entry of this formula, charge and spin) (kcal/mol) = 33.5
- highest occupied orbital energy (eV) = -6.320
- HOMO-LUMO gap (hartree) = 0.3267
- LUMO (Eh) = 0.09448